C45H100N6O3 | wB97M-V/def2-TZVPD

Atoms and positions in Å:
H 0.87396 21.12843 1.65533
H -16.20802 17.90063 -0.00398
H -20.29422 12.77639 5.60220
H -14.23906 20.34712 -2.89897
C -15.38810 11.69862 8.22922
H -8.48441 21.17083 10.06327
H -8.90262 19.32968 8.35104
H -10.38969 22.46180 9.83939
H -16.01184 25.70904 4.75265
H -17.73457 18.88293 -5.33796
H -14.43699 11.42771 8.68757
H -7.47731 22.28303 1.61966
H -9.89856 16.23122 11.03291
C -17.33710 13.78812 5.97770
C -19.18345 21.41490 5.56442
C -18.24615 21.52940 -6.25021
H -14.86097 23.65674 1.71007
H -11.51349 21.07276 9.63126
N -4.86243 21.40563 3.59368
H -16.09449 9.76709 7.64905
H -7.18054 18.81532 10.22266
C -10.52409 21.47077 9.40591
H -19.72137 21.15581 -4.68154
H -5.68985 14.76619 10.85454
C -16.76023 22.22145 5.58357
C -6.45721 15.37055 8.96492
C -6.63726 15.04951 10.39602
C -15.17919 12.90835 4.97513
H -17.37305 17.50001 -2.38567
H -14.37190 13.31099 7.21067
C -16.91224 18.40514 -1.99008
H -15.03254 26.10729 2.41768
H -5.25678 23.08253 4.97348
N -12.45813 18.45258 5.01435
O -13.54350 18.05564 5.36718
C -15.04241 19.86845 -2.33898
H -14.27889 19.43756 -0.31441
H -15.45583 12.59985 3.96697
H -18.55270 23.79216 6.62156
H -18.95051 22.14848 -6.80585
C -19.02745 20.58876 -5.30205
H -14.62058 18.44961 -4.70591
H -17.26655 20.91964 -3.09328
H -14.69562 10.42217 6.81379
C -14.56663 18.92048 -1.22980
H -16.04995 11.79285 9.09014
H -15.43668 17.01162 -1.22676
H -18.59596 25.18925 5.38958
C -7.33161 16.63983 8.70291
H -17.64928 19.16097 -1.71880
H -19.71896 20.53853 5.19936
C -9.42613 16.21559 10.05072
H -7.54604 20.91121 2.79211
C -17.78173 21.15242 6.22034
H -14.98354 24.44672 5.00154
N -8.10281 16.91805 10.05221
H -2.38023 20.25778 3.19952
H -20.17689 14.42978 6.52448
H 0.28602 19.97247 2.67323
C -15.38020 12.98800 7.46968
H -5.25329 20.86798 1.46710
H -16.45622 23.24651 3.12625
H -7.98613 16.62196 7.83149
N -16.22223 12.75277 6.15212
C -2.46317 21.26220 2.78433
H -18.88511 19.01446 -3.99369
C -14.65635 25.35123 3.10685
H -7.46635 14.34928 10.49797
C -7.01160 21.80989 2.48416
H -14.95502 17.18000 -3.53630
H -1.07692 22.71349 1.91210
H -6.40522 16.91770 11.53330
C -19.37167 14.37800 4.47511
C -15.80873 18.01338 -1.01192
H -19.68888 20.04292 -5.97486
C -18.14690 19.55541 -4.58573
C -20.33945 13.86544 5.60623
H -5.39634 15.48971 8.74479
H -9.16496 15.18345 9.81710
H -0.69927 22.42565 3.46205
H -18.05902 12.64810 4.24796
H -3.50658 23.02417 3.36824
H -15.57526 20.65192 -1.80013
H -5.95057 19.53715 3.87340
C -16.62651 11.27370 6.26867
H -10.13142 16.67421 9.35765
H -18.03350 13.54184 6.77924
C -5.76642 22.20614 4.57310
C -18.02543 13.68172 4.59237
H -15.91766 13.78798 7.97888
H -21.37218 14.11179 5.35951
C -9.39619 20.57499 10.02156
C -0.08628 20.74217 1.99718
H -7.92756 22.60044 4.29986
O -12.26263 19.66494 5.03338
H -7.86325 16.08987 11.97670
C -18.78410 22.44987 4.42087
C -14.03231 24.16911 2.19885
C -16.84042 24.03187 3.77716
H -13.72169 18.28986 -1.50635
H -6.65897 14.42727 8.45736
C -3.40873 21.98681 3.68824
C -16.96913 20.15807 -3.81414
H -14.81365 13.93441 5.01610
H -4.37915 19.48932 3.09759
N -17.59983 23.33762 4.93560
H -17.66442 11.30428 6.60018
H -19.34930 15.46621 4.41682
O -11.52514 17.71503 4.66549
H -13.53457 23.53705 2.93428
H -6.03410 21.53860 5.39215
H -17.05964 24.74451 6.38093
H -16.13561 17.60515 -4.83554
H -13.81500 25.91267 3.51306
H -10.41584 21.61823 8.33137
H -19.82449 21.91885 6.28775
C -5.51460 21.64946 2.18063
H -10.16775 18.76775 9.33410
C -9.19162 19.24845 9.39889
H -16.92799 14.79540 6.05600
H -17.74432 20.94805 -7.02369
H -16.52699 10.79692 5.29354
H -17.85153 21.22627 7.30559
H -0.55315 20.26574 1.13513
H -2.98567 21.34351 1.83119
H -17.53745 24.68546 3.25268
H -19.71553 14.02185 3.50402
C -15.40964 17.98346 -4.11585
C -6.99096 22.71122 3.75342
C -15.62533 24.84332 4.21483
H -17.49863 22.08828 -5.68720
H -14.32418 12.29974 5.26954
H -3.07319 21.84030 4.71491
H -18.35012 21.99696 3.52945
H -17.48112 20.14733 5.92448
C -15.66982 10.67918 7.22969
H -15.95942 22.64168 6.19202
H -13.35084 24.52527 1.42627
H -9.51199 20.54142 11.10486
H -6.71214 17.52891 8.58499
C -7.17847 16.25491 11.14487
C -4.92821 19.90914 3.94044
H -16.22747 21.85525 4.70597
H -16.25273 20.56881 -4.52559
H -17.41167 14.21242 3.86452
C -18.01338 24.45186 5.94182
H -5.12133 22.60133 1.82369
H -4.36153 19.76441 4.86025
H -6.78947 23.74210 3.46224
C -1.08438 21.87248 2.60545
C -8.19492 18.42697 10.31385
N -16.07264 19.05610 -3.19012
H -8.24357 18.46693 11.40203
H -19.50859 23.09878 3.92881

As for the total energy: -63330.11841 eV. As for the charge: +4. Its HOMO-LUMO gap is 6.66 eV.

C45H104FN9O3 | wB97M-V/def2-TZVPD

Atoms and positions in Å:
H 2.53913 3.19664 -6.64762
H -5.14647 3.08959 -0.20047
C 2.24003 -4.18770 -0.82981
H 6.75592 0.06140 4.71521
H 2.20660 0.57848 6.85303
C -4.79782 -5.29418 -2.60340
N 4.65343 0.12956 4.75292
H -0.16336 -4.16391 0.35193
H -2.15363 -6.24893 -4.52421
H -2.13232 1.70803 -1.65793
H 4.17331 3.22240 -5.96902
C -4.49802 -5.07078 -5.02161
H 5.99688 -0.14084 3.17764
C 3.72780 0.73123 4.02189
H 3.76092 1.96332 -7.14112
C -2.12632 1.96248 -0.59832
N -2.35974 -1.81891 2.79318
H 1.33235 -4.24743 2.42165
C 2.94753 0.51182 6.07594
C 1.43119 1.61114 4.37507
H 1.73431 -0.10480 -5.14305
C 2.85124 4.49403 1.68961
H -3.11572 -1.87517 0.79540
H -2.11946 -3.77158 1.99485
C -1.96404 -3.93586 -2.27507
H 2.10679 1.54275 0.57734
H 1.02130 1.30570 -6.08155
H 2.44225 -4.98056 -1.54586
H -0.44749 0.99043 3.54783
H 1.64667 2.33754 3.59246
H -1.85485 -0.71845 1.12557
C 4.96005 5.56895 2.38151
H -4.60498 -4.56762 -1.81787
H -2.47500 -4.37520 -1.40763
H 1.73324 0.62638 -1.52072
H -6.49251 -4.12382 -3.22658
C -2.09558 -3.17010 2.88425
H -2.23933 -3.89483 -4.39554
H 2.13639 -6.61284 1.52930
C 0.50180 0.52780 3.82152
H -2.49199 5.64800 2.69236
H 0.64796 1.16637 -3.53910
H -0.86869 -2.23049 6.61372
C 1.44013 1.78316 -3.10595
C 1.90912 0.73765 -5.80220
C -2.87409 -3.95641 -3.51245
C -3.14204 3.53915 0.97421
H 3.24960 6.87215 0.72373
H 3.17840 -3.65901 -0.69786
H 1.65710 3.22452 -4.62821
C -3.81293 4.90592 -1.94243
H -2.56000 -0.29405 4.25288
H 0.28917 -2.47730 -2.97809
H -2.38646 -1.84246 -1.60894
H -4.70049 -0.89153 2.22545
H -0.64265 5.78608 4.26491
H -6.61861 -5.07249 -5.38386
H 2.27679 0.33670 -6.74756
H -4.35032 5.55700 -1.24547
H -2.46708 1.13712 0.01067
H 3.57549 -5.92909 0.78009
H 2.19334 3.79119 -0.22505
H 5.93339 -1.49794 4.32159
C -1.55540 -2.52376 -1.80186
C -2.86612 -6.40403 -3.71916
H -4.51233 1.73868 -1.10254
H 5.96951 4.46439 0.26930
H -3.94853 -5.65622 -5.75228
H -1.32719 2.88077 1.93685
H -4.72199 -6.28095 -2.14748
N -3.73873 -5.18256 -3.67224
C 2.15734 3.45648 0.82134
H 0.03967 4.20788 3.73326
H 0.00560 -5.72160 1.17679
H -3.50499 -7.25498 -3.94510
H -2.50058 4.10010 3.62369
N 2.90839 1.67623 -5.23410
H -2.57493 -2.84715 6.83180
C 1.98037 -2.43239 1.42621
H 0.96891 2.50536 -2.43162
H -3.76566 4.43646 0.97126
H 4.93372 6.65391 0.09609
C 3.37572 2.57763 -6.33331
C -2.32000 -1.31606 4.02107
H 4.36067 0.17338 -5.54053
H 4.45983 6.46025 2.75317
H -3.63544 0.50912 2.58013
H 3.73705 0.29027 -3.87509
C 2.52075 -6.14533 0.62634
H 0.99985 2.16100 5.20901
C -0.55438 -1.83257 -2.72779
C -1.81867 3.81917 1.65863
C -4.45354 2.82036 -0.99560
H 1.11683 3.35249 1.14084
H -4.38201 3.21742 -3.17564
C -1.91635 -2.14327 6.33486
H -0.04131 5.55122 2.64873
H -4.47120 -4.01044 -5.26122
H -4.30587 0.26061 0.91386
C -2.76917 -1.15777 1.53650
H -1.92260 3.87309 -2.06691
H -1.80826 -4.39386 4.72345
H 3.78339 1.17846 3.03744
H 5.05022 4.79634 3.13685
C 3.96765 6.19176 0.27417
N -3.04100 3.14397 -0.48457
H -5.73392 3.86754 -2.35127
H 3.03732 4.10674 2.69286
N -2.03666 -2.27581 4.87744
C -3.95394 -0.20639 1.82604
H -2.40683 -6.55856 -2.74849
H -1.13779 2.30137 -0.30098
O 0.65630 -2.02136 1.12512
O 2.25534 0.93110 -2.29045
C -2.56643 4.33530 -1.31435
H 3.02130 -4.18042 2.01850
H 4.51246 3.70444 -0.40282
C 2.30074 2.50466 -4.12462
F 0.79170 0.53592 0.15233
H 3.56660 5.84795 -0.67727
H 5.93140 5.86102 1.99275
C 4.19214 0.00325 6.04252
H 2.33787 -1.98192 2.36387
C -1.95011 -3.46918 4.18942
H -0.19112 -0.90831 -2.27349
H -6.85924 -5.85055 -2.81204
H 2.64178 -2.05103 0.64610
C -5.90023 -5.57763 -4.74568
N 2.69892 1.01826 4.81909
H -1.08058 -4.55896 -2.42320
H -1.04567 -2.68507 -0.84694
H 3.14283 2.93381 -3.58466
H 4.84198 1.54828 -4.41133
H -3.71384 2.76160 1.47997
H -2.20534 -1.13441 6.62993
C -6.16999 -5.16118 -3.28871
C 5.00460 4.02026 0.50839
O 2.78599 2.18255 0.93479
C -0.59700 5.05454 3.46322
N 4.16955 5.04260 1.20839
H 4.76789 -0.51320 6.79280
H 1.43427 -3.53418 -1.14944
H -3.65256 5.50587 -2.83481
H 0.65937 -1.09757 0.76581
H 5.19446 3.20210 1.19608
C 5.90941 -0.41799 4.22726
N 1.79602 -4.81749 0.45083
H -5.91195 -6.66183 -4.83090
H 0.31554 -0.23624 4.57750
H 0.13471 -5.63783 -0.61862
C -1.96736 4.71766 2.89226
H -1.98871 5.02169 -0.70870
H -3.58269 -3.12827 -3.48448
H 0.96294 0.08294 2.94128
C 0.33047 -5.13432 0.32206
C 2.02617 -3.92385 1.64679
H -1.13427 4.34061 0.97739
C 4.07945 0.84838 -4.74021
C -4.66833 3.67653 -2.22537
H -1.02933 -1.55078 -3.67311
H 2.21336 5.36683 1.83925
H 2.34426 -6.73365 -0.26588

As for the total energy: -70562.97636 eV. As for the charge: +6. Its HOMO-LUMO gap is 10.89 eV.

C45H105N5O10 | wB97M-V/def2-TZVPD

Atoms and positions in Å:
N -5.69188 -4.78358 -3.38051
O -0.31106 0.57735 -4.91128
H -2.84464 -4.59368 -3.18344
H -0.58621 1.00029 -1.78093
C -2.34206 -2.79121 0.72646
O 4.64479 4.10916 -5.16887
C -7.03175 -6.35510 -1.95068
C -3.39786 -5.53597 -3.14696
H 5.04260 -2.55203 5.84780
H -6.38458 -3.02843 -1.56659
H -7.07984 -4.15179 -0.35622
H -3.44609 0.32457 2.21526
C 4.10567 5.45243 -1.22519
H -0.86909 -0.01931 -5.42331
C -0.94868 -2.56511 -1.33096
H -1.07340 -0.60738 2.33363
N -0.71612 5.57956 3.32794
H 2.04143 0.86962 0.68420
H 1.64165 -6.84198 5.69139
H 0.19703 7.51129 5.90192
C -0.40730 4.30597 2.67574
H -0.02606 -4.16896 3.27559
O -6.77467 -4.40165 -4.20147
C 3.52923 -3.47417 4.66801
H -5.96399 -6.88719 -5.06752
H -1.64546 2.56217 2.08285
H 5.51644 3.74712 -5.36343
C -3.71464 -5.99623 -1.72497
H -4.20081 -7.42492 -5.03597
H -1.68098 3.32791 -2.23001
N 2.33706 -4.29985 4.97727
H -1.70345 -2.86474 -2.05848
H 0.53251 1.95600 -0.80700
H -1.28112 6.58213 5.68908
H -0.24998 4.89818 0.53497
H -0.55519 -0.89727 -2.70628
C -6.12031 -5.12634 -2.01490
C -4.61697 -5.50816 -4.07450
H -2.46768 3.70028 3.15420
C 4.11568 5.95729 -3.79583
H 0.77755 0.83422 1.76794
C 4.60252 -4.30936 3.96527
C 0.34420 4.47487 1.34402
C -2.88298 -1.02626 -0.95996
H -2.63843 -6.21291 -3.55753
C 1.77738 -5.29669 4.07326
H -7.30062 -6.63751 -0.92464
H 1.36246 -4.04410 2.36393
C -0.01389 -1.62448 -2.10344
H 5.01391 6.41566 -5.70240
H 2.52646 -1.57596 4.19706
H -4.51132 -4.25458 -0.80467
O 1.33588 -3.52134 5.60796
C 4.05203 -5.20766 2.88682
C -6.93395 -3.96021 -1.42270
H 5.22635 7.05026 -2.22439
H -0.50099 -3.40391 -0.79872
H -3.83061 -3.72486 -5.06355
H 2.12235 3.36900 4.97093
H 2.53653 -6.61506 2.55808
C 4.92754 4.15280 -1.40867
H 0.58387 0.40475 -5.22696
H 3.52549 -2.12753 6.47986
H -3.87922 -7.07844 -1.70331
O -5.13244 0.59183 -3.04059
C -5.01721 -6.90865 -4.52847
C -4.20180 -4.71733 -5.33302
H 1.82577 5.73508 5.55926
C 0.97273 5.19223 5.15078
O -1.49371 -0.20267 1.56322
H -2.84706 -5.88925 -1.06599
H 4.17391 -3.78677 6.71569
H 3.05165 5.15754 -1.31538
C -1.72439 -1.76486 -0.26636
H 3.20967 2.35010 -3.83140
H 0.75726 2.53981 2.99035
H 5.38689 -3.71642 3.47801
H -5.72444 1.35048 -3.08072
H 0.96143 7.71500 2.66759
C 4.03755 -2.96681 6.01172
H -7.95475 -3.82189 -1.78260
H 2.55279 3.71039 -2.97408
H 6.74117 3.06955 -2.96976
O -1.49367 6.45007 2.51428
C 0.83499 -4.77759 2.99429
H 0.26475 4.88078 5.91694
C 1.28707 7.02215 3.44577
H -5.20838 -7.56811 -3.67658
H 3.32810 -6.75256 4.18059
H -6.63679 -7.25047 -2.42201
C 1.48641 4.00904 4.35413
H 3.64720 -4.55869 2.10222
H 1.64221 -0.70315 1.52222
C 0.26894 6.23017 4.21127
H 0.56157 -5.54899 2.27407
C -0.23720 1.18358 -0.76085
C 4.94368 6.90325 -4.73330
C 2.92978 -6.07743 3.42264
H 0.22782 -5.91200 5.46263
H 4.19503 5.94262 -0.25704
C -4.87789 -5.22897 -1.13214
C -1.74027 3.62358 2.34133
C 3.33223 2.94638 -2.92455
H -2.97659 3.36175 -3.04591
H 5.65631 1.77038 -2.36171
H -5.09585 -4.51438 -5.92305
H 0.75934 -7.27465 4.33681
H -1.12852 1.60504 -0.29063
H 4.82732 -5.80016 2.39955
H 4.84640 7.98736 -4.76858
H 5.92969 6.81730 -4.26173
H -3.42895 -5.27701 -5.85299
H 5.95215 4.45129 -1.17278
H 5.22096 -4.74401 4.76243
N -0.87594 -0.86234 0.48243
H 2.14120 6.51859 2.97731
H -3.24942 -2.37364 1.16547
H 1.26342 5.05589 1.45856
N 4.82768 4.67884 -3.87283
H 3.56034 7.20699 -2.14021
C 3.25841 -2.25599 3.75254
H 1.35487 -2.66672 5.15209
H -2.35636 6.05581 2.69421
H 4.59758 3.44132 -0.65370
H -0.93822 8.04381 4.69984
H 0.64019 -2.14716 -2.80821
O -4.10818 -0.17086 2.71856
H 1.95844 5.54874 -3.39974
H -8.03779 -6.14534 -2.32305
H 2.40113 5.48826 -5.06202
H -0.33680 2.92147 4.33437
C 4.32324 6.44459 -2.35141
C 1.25986 0.18750 1.02630
H -3.47446 -0.46287 -0.23530
H 2.93286 2.31707 -2.12223
H 2.39707 7.06043 -4.25226
H 2.82614 -2.58874 2.80486
C 1.03623 -6.38231 4.90015
H 1.49205 -1.82955 -0.70046
H -5.16146 -5.76044 -0.21802
H 4.18413 -1.76494 3.46292
C 0.97288 -0.96141 -1.11145
H 1.83895 7.64942 4.16337
O -0.08056 3.50740 -3.30800
C 5.77885 2.56658 -3.09389
C 4.70130 3.64049 -2.83989
O -2.64229 3.18865 -2.16115
C 0.34013 3.34870 3.58774
H 1.60330 -0.34011 -1.74947
H -4.55517 -0.71285 2.06099
C 0.23755 -0.12152 -0.06873
H -6.59614 -3.46304 -4.32755
H -2.51683 -0.34069 -1.72371
H -0.27810 3.88641 -4.17284
C 2.63358 6.00405 -4.12518
H 5.73457 2.12225 -4.08767
H -2.25728 3.95808 1.43390
H -4.31563 0.94033 -2.65942
H -3.53410 -1.76913 -1.42594
H -2.64901 -3.68674 0.18198
H 0.27715 2.62970 -3.50033
C -0.51889 7.14811 5.15664
H 0.71985 3.52867 0.93922
H 2.20714 4.33962 3.59350
H -1.70503 -3.12231 1.54688

As for the total energy: -76286.37415 eV. Its HOMO-LUMO gap is 7.84 eV. As for the structure (SMILES): CC1(C)CCCC(C)(C)N1O.CC1(C)CCCC(C)(C)N1O.CC1(C)CCCC(C)(C)N1O.CC1(C)CCCC(C)(C)N1O.CC1(C)CCCC(C)(C)N1O.O.O.O.O.O.